one.
Computed, not measured: the molecule C2H3N3OS, with wB97M-V/def2-TZVPD.

Last column: natural (NBO) charge in e.
Atoms and positions in Å:
H -0.449 -2.326 0.074  0.34
N 0.618 -1.999 0.430  -0.63
C 0.588 -0.763 0.291  0.49
N 1.607 0.171 0.342  -0.48
C 1.246 1.243 -0.150  0.39
O -0.130 1.383 -0.163  -0.33
N -0.544 0.049 0.043  -0.35
S -1.985 -0.286 -0.736  0.23
H 1.952 2.154 -0.166  0.22
H -2.903 0.374 0.035  0.12

As for the charge: 0. The calculation puts the HOMO energy at -9.22 eV. The value obtained for the orbital gap is 0.35530 Eh. The LUMO energy comes out at 0.4 eV.


two.
Computed, not measured: the molecule C2H3N3OS, with wB97M-V/def2-TZVPD.

Last column: natural (NBO) charge in e.
Atoms and positions in Å:
O -2.334 0.755 -0.943  -0.55
C -1.310 0.400 -0.503  0.47
N -1.168 -0.302 0.707  -0.50
N 0.144 -0.727 1.157  -0.35
C 1.243 -0.249 0.522  0.21
N 1.149 0.404 -0.572  -0.77
S -0.057 0.170 -1.688  0.43
H -1.963 -0.627 1.358  0.44
H 2.262 -0.349 1.127  0.22
H 2.034 0.523 -1.163  0.41

As for the charge: 0. The calculation puts the HOMO energy at -8.22 eV. The value obtained for the orbital gap is 0.30409 Eh. The LUMO energy comes out at 0.1 eV.


Stability summary: most stable two, least stable one.


one.
Computed, not measured: the molecule CH5N3, with wB97M-V/def2-TZVPD.

Last column: natural (NBO) charge in e.
Atoms and positions in Å:
N 0.248 0.000 -1.536  -0.76
C 0.038 0.063 -0.283  0.57
N -0.820 1.076 0.213  -0.82
N 0.559 -0.756 0.698  -0.84
H 0.883 -0.761 -1.756  0.33
H -1.304 0.767 1.049  0.36
H -1.506 1.259 -0.509  0.39
H 0.469 -0.443 1.649  0.38
H 1.433 -1.204 0.476  0.39

As for the charge: 0. The calculation puts the HOMO energy at -9.16 eV. The value obtained for the orbital gap is 0.36822 Eh. The LUMO energy comes out at 0.9 eV.


two.
Computed, not measured: the molecule CH5N3, with wB97M-V/def2-TZVPD.

Last column: natural (NBO) charge in e.
Atoms and positions in Å:
N -0.057 1.466 0.585  -0.83
C 0.002 0.260 0.150  0.60
N 0.802 -0.155 -0.947  -0.82
N -1.048 -0.586 0.429  -0.83
H 0.823 1.836 0.922  0.36
H 1.760 -0.018 -0.646  0.38
H 0.623 -1.087 -1.292  0.37
H -1.933 -0.167 0.649  0.41
H -0.970 -1.548 0.149  0.38

As for the charge: 0. The calculation puts the HOMO energy at -8.32 eV. The value obtained for the orbital gap is 0.33502 Eh. The LUMO energy comes out at 0.8 eV.


Stability summary: most stable one, least stable two.


one.
Computed, not measured: the molecule CH5N3, with wB97M-V/def2-TZVPD.

Last column: natural (NBO) charge in e.
Atoms and positions in Å:
C 0.462 -0.709 0.151  -0.45
N 0.679 0.317 -0.950  -0.14
N -0.481 0.832 -1.539  -0.33
N 0.408 1.719 -0.866  -0.32
H 0.402 -1.642 -0.315  0.21
H 1.357 -0.799 0.840  0.22
H -0.501 -0.475 0.578  0.17
H -1.368 0.504 -1.129  0.32
H 0.202 2.136 0.112  0.33

As for the charge: 0. The calculation puts the HOMO energy at -8.84 eV. The value obtained for the orbital gap is 0.36233 Eh. The LUMO energy comes out at 1.0 eV.


two.
Computed, not measured: a cluster of 2 separate species, CH5N3 in total, with wB97M-V/def2-TZVPD.

Last column: natural (NBO) charge in e.
Atoms and positions in Å:
C 0.739 0.379 -2.093  -0.44
N 0.331 0.094 1.866  -1.09
N -0.573 -0.822 -0.543  -0.07
N 0.007 -0.190 -1.285  0.07
H 0.986 1.325 -1.913  0.22
H 1.114 -0.177 -3.057  0.23
H 1.245 -0.009 1.460  0.35
H -0.328 -0.181 1.165  0.36
H 0.303 -0.297 2.770  0.37

As for the charge: 0. The calculation puts the HOMO energy at -8.85 eV. The value obtained for the orbital gap is 0.34568 Eh. The LUMO energy comes out at 0.6 eV.


Stability summary: most stable two, least stable one.


one.
Computed, not measured: the ion C4H8NO3 with charge -1, with wB97M-V/def2-TZVPD.

Last column: natural (NBO) charge in e.
Atoms and positions in Å:
O 0.936 1.772 -1.310  -0.59
C 0.045 1.075 -0.798  0.40
C 0.461 -0.301 -0.496  -0.17
C 1.198 -0.129 0.891  -0.05
O 2.383 0.572 0.851  -0.74
N -0.617 -1.245 -0.223  -0.70
C -1.726 -0.831 0.715  0.10
O -2.865 -0.807 0.066  -0.96
H -0.982 1.443 -0.460  0.16
H 1.260 -0.702 -1.284  0.19
H 0.674 0.639 1.551  0.18
H 1.333 -1.110 1.394  0.17
H 3.057 0.312 0.112  0.46
H -1.108 -1.391 -1.107  0.37
H -1.683 0.106 1.251  0.10
H -1.734 -1.755 1.371  0.07

As for the charge: -1. The calculation puts the HOMO energy at -2.57 eV. The value obtained for the orbital gap is 0.22402 Eh. The LUMO energy comes out at 3.5 eV.


two.
Computed, not measured: a cluster of 2 separate species, C4H8NO3 in total, with wB97M-V/def2-TZVPD.

Last column: natural (NBO) charge in e.
Atoms and positions in Å:
C -1.373 0.771 2.682  -0.71
C -0.175 0.061 2.065  0.67
O 0.442 -0.761 2.732  -0.67
N 0.222 0.496 0.858  -0.81
H 0.974 0.065 0.346  0.41
H -0.410 0.981 0.234  0.43
H -1.991 1.298 1.959  0.21
H -0.956 1.514 3.361  0.22
H -1.880 -0.012 3.236  0.23
C 1.309 -0.929 -2.303  -0.74
C 0.001 -0.215 -2.782  0.77
O -0.516 0.615 -1.990  -0.83
O -0.433 -0.628 -3.870  -0.77
H 1.969 -0.989 -3.167  0.21
H 0.981 -1.866 -1.857  0.21
H 1.838 -0.399 -1.504  0.17

As for the charge: -1. The calculation puts the HOMO energy at -4.38 eV. The value obtained for the orbital gap is 0.29289 Eh. The LUMO energy comes out at 3.6 eV.


Stability summary: most stable two, least stable one.


one.
Computed, not measured: the ion C4H8NO3 with charge -1, with wB97M-V/def2-TZVPD.

Last column: natural (NBO) charge in e.
Atoms and positions in Å:
O 1.826 0.566 1.631  -0.62
C 1.295 0.568 0.537  0.42
C 0.410 -0.544 -0.011  -0.20
C -0.560 -1.204 0.986  -0.05
O -0.284 -1.012 2.370  -0.75
N -0.279 -0.217 -1.246  -0.69
C -0.847 1.207 -1.441  0.14
O -0.056 2.218 -1.105  -0.93
H 1.338 1.408 -0.100  0.20
H 1.167 -1.271 -0.318  0.19
H -1.527 -0.718 0.871  0.18
H -0.659 -2.260 0.704  0.15
H 0.638 -0.815 2.483  0.48
H 0.402 -0.280 -1.999  0.33
H -1.801 1.148 -0.848  0.07
H -1.061 1.204 -2.514  0.09

As for the charge: -1. The calculation puts the HOMO energy at -3.17 eV. The value obtained for the orbital gap is 0.25807 Eh. The LUMO energy comes out at 3.9 eV.


two.
Computed, not measured: a cluster of 2 separate species, C4H8NO3 in total, with wB97M-V/def2-TZVPD.

Last column: natural (NBO) charge in e.
Atoms and positions in Å:
C -0.143 0.436 -2.568  -0.75
C -1.303 0.178 -1.574  0.77
O -1.134 0.060 -0.337  -0.83
O -2.461 0.134 -2.108  -0.80
H 0.120 1.454 -2.298  0.21
H -0.654 0.247 -3.593  0.22
H 0.706 -0.113 -2.366  0.19
C 1.255 -0.782 0.918  -0.74
C 0.812 0.012 2.103  0.70
O 1.576 0.619 2.792  -0.65
N -0.546 0.035 2.427  -0.85
H -0.835 0.887 2.963  0.38
H -1.303 -0.258 1.815  0.43
H 1.989 -1.419 1.298  0.21
H 1.624 -0.238 0.086  0.24
H 0.295 -1.252 0.442  0.27

As for the charge: -1. The calculation puts the HOMO energy at -4.12 eV. The value obtained for the orbital gap is 0.29494 Eh. The LUMO energy comes out at 3.9 eV.


Stability summary: most stable two, least stable one.


one.
Computed, not measured: the molecule C4H5FS3, with wB97M-V/def2-TZVPD.

Last column: natural (NBO) charge in e.
Atoms and positions in Å:
C -0.583 -1.545 1.193  -0.72
S -1.732 -0.533 0.072  0.40
C -0.983 0.903 -0.383  -0.37
S -1.866 1.979 -1.280  0.01
C 0.568 1.200 -0.178  0.07
F 1.118 0.847 1.067  -0.35
C 1.159 0.355 -1.260  -0.31
S 2.327 -0.769 -1.149  0.12
H -0.630 -1.043 2.239  0.24
H 0.426 -1.631 0.762  0.24
H -0.996 -2.480 1.325  0.22
H 0.680 2.238 -0.213  0.23
H 0.512 0.479 -2.193  0.22

As for the charge: 0. The calculation puts the HOMO energy at -9.06 eV. The value obtained for the orbital gap is 0.28915 Eh. The LUMO energy comes out at -1.2 eV.


two.
Computed, not measured: a structure of composition C4H5FS3, with wB97M-V/def2-TZVPD.

Last column: natural (NBO) charge in e.
Atoms and positions in Å:
C 0.139 -0.217 0.007  -0.29
C 0.328 0.980 0.930  0.05
C 0.439 0.076 -1.477  -0.52
C -1.321 -0.555 -0.213  -0.29
H 0.332 -1.930 1.604  0.14
H -0.104 0.697 2.000  0.19
H 1.391 1.180 0.991  0.19
H 0.659 1.134 -1.714  0.24
H 1.155 -0.514 -2.006  0.23
F -0.347 2.066 0.384  -0.36
S 1.105 -1.649 0.601  0.02
S -1.304 -0.231 -1.912  0.37
S -2.471 -1.037 0.805  0.04

As for the charge: 0. The calculation puts the HOMO energy at -8.95 eV. The value obtained for the orbital gap is 0.31473 Eh. The LUMO energy comes out at -0.4 eV.


three.
Computed, not measured: a structure of composition C4H5FS3, with wB97M-V/def2-TZVPD.

Last column: natural (NBO) charge in e.
Atoms and positions in Å:
C 0.349 -0.878 0.028  -0.30
C -0.202 0.102 1.032  -0.50
C 0.585 1.143 0.227  -0.02
C 0.945 0.173 -0.954  0.13
H -1.616 -1.797 -1.224  0.12
H 1.135 -1.252 0.543  0.23
H 0.108 -0.105 2.168  0.26
H -2.067 1.589 1.022  0.15
H 0.399 0.544 -1.754  0.20
F 2.185 -0.213 -1.482  -0.33
S -0.550 -2.380 -0.802  -0.04
S -1.885 0.225 0.618  0.03
S 0.615 2.850 0.577  0.06

As for the charge: 0. The calculation puts the HOMO energy at -9.26 eV. The value obtained for the orbital gap is 0.28423 Eh. The LUMO energy comes out at -1.5 eV.


Stability summary: most stable two, least stable three.


one.
Computed, not measured: the molecule C4H8O2S, with wB97M-V/def2-TZVPD.

Last column: natural (NBO) charge in e.
Atoms and positions in Å:
C 0.617 1.698 -1.653  -0.28
O -0.328 1.060 -0.732  -0.58
C -0.017 1.104 0.651  -0.22
S -1.394 0.313 1.507  0.26
C -0.826 -1.372 1.422  0.40
C -0.028 -2.033 0.314  -0.71
O -1.362 -2.135 2.153  -0.54
H 1.560 1.324 -1.174  0.18
H 0.061 1.036 -2.540  0.22
H 0.546 2.752 -1.944  0.19
H 0.948 0.786 0.859  0.19
H -0.234 2.200 1.053  0.19
H -0.201 -1.494 -0.503  0.22
H -0.505 -3.101 0.157  0.25
H 1.163 -2.139 0.430  0.23

As for the charge: 0. The calculation puts the HOMO energy at -9.56 eV. The value obtained for the orbital gap is 0.37419 Eh. The LUMO energy comes out at 0.6 eV.


two.
Computed, not measured: a cluster of 2 separate species, C4H8O2S in total, with wB97M-V/def2-TZVPD.

Last column: natural (NBO) charge in e.
Atoms and positions in Å:
C 3.038 0.658 0.829  -0.02
C 3.008 -0.114 -0.162  0.10
C -0.092 0.784 -0.725  -0.77
C -1.766 -0.352 1.096  -0.78
O 3.943 0.940 -0.391  -0.57
O 0.711 -1.454 0.368  -1.00
S -0.551 -0.977 -0.193  1.20
H 3.134 1.096 1.806  0.24
H 2.595 -0.949 -0.784  0.25
H 0.284 1.006 0.222  0.23
H 0.728 0.611 -1.407  0.23
H -0.995 1.122 -1.180  0.22
H -2.219 -1.160 1.589  0.23
H -1.090 0.331 1.775  0.22
H -2.335 0.224 0.473  0.21

As for the charge: 0. The calculation puts the HOMO energy at -7.93 eV. The value obtained for the orbital gap is 0.31635 Eh. The LUMO energy comes out at 0.7 eV.


Stability summary: most stable one, least stable two.


one.
Computed, not measured: a cluster of 2 separate species, C4H8O2S in total, with wB97M-V/def2-TZVPD.

Last column: natural (NBO) charge in e.
Atoms and positions in Å:
C -1.577 1.525 0.202  -0.72
C -1.590 0.014 0.446  0.41
O -1.069 -0.551 1.369  -0.57
S -2.293 -0.901 -0.834  0.05
H -2.017 2.034 1.063  0.24
H -2.177 1.738 -0.801  0.22
H -0.455 1.891 0.084  0.25
H -2.410 0.053 -1.770  0.12
C 2.067 -0.045 1.197  -0.73
C 1.827 -0.871 -0.044  0.45
O 0.976 -0.689 -0.895  -0.54
H 1.376 -0.447 1.966  0.27
H 3.175 -0.269 1.285  0.22
H 1.963 1.045 0.998  0.23
H 2.375 -1.744 -0.116  0.10

As for the charge: 0. The calculation puts the HOMO energy at -9.79 eV. The value obtained for the orbital gap is 0.38717 Eh. The LUMO energy comes out at 0.7 eV.


two.
Computed, not measured: the molecule C4H8O2S, with wB97M-V/def2-TZVPD.

Last column: natural (NBO) charge in e.
Atoms and positions in Å:
O 1.711 0.713 1.391  -0.57
C 0.566 0.563 1.796  0.80
O 0.182 0.810 3.158  -0.72
C -0.580 0.319 0.901  -0.53
C -0.288 0.494 -0.663  -0.41
C -0.058 -0.893 -1.402  -0.51
S 0.720 -0.801 -3.108  -0.07
H 0.889 1.548 3.488  0.50
H -1.426 0.967 1.212  0.25
H -0.917 -0.703 1.100  0.25
H -1.145 1.031 -1.208  0.22
H 0.580 1.117 -0.781  0.23
H -1.115 -1.422 -1.532  0.21
H 0.558 -1.681 -0.787  0.22
H 0.323 -2.063 -3.565  0.14

As for the charge: 0. The calculation puts the HOMO energy at -9.08 eV. The value obtained for the orbital gap is 0.35550 Eh. The LUMO energy comes out at 0.6 eV.


Stability summary: most stable two, least stable one.